1.
C42H59BIN10O2PtS2 as an isolated structure, computed with ωB97M-V with the def2-TZVPD basis set.

Structure (XYZ):
```
118
Properties=species:S:1:pos:R:3:mulliken_charge:R:1
Pt -0.768 -0.566 -1.249 1.7649
C -3.697 0.446 2.333 -1.5149
C -3.212 0.885 0.943 0.9532
C -3.496 -0.183 -0.112 -0.3535
C -1.771 1.319 1.036 -1.0421
C -1.322 2.401 1.795 -1.2475
C 0.046 2.456 1.630 0.3641
C 0.890 3.382 2.472 0.0570
C 1.780 4.374 1.730 -1.6078
C 1.689 2.573 3.493 -1.3713
N 0.402 1.439 0.796 0.9077
N -0.721 0.756 0.456 1.3974
B 1.821 0.959 0.289 0.1636
N 2.117 -0.442 0.954 0.6697
N 1.191 -1.428 0.785 -0.1343
C 1.587 -2.476 1.488 -0.6489
C 2.821 -2.200 2.093 -0.5147
C 3.103 -0.882 1.798 -0.3228
C 4.315 -0.229 2.444 0.2204
C 4.161 -0.217 3.975 -1.3176
C 4.764 1.144 1.969 -1.2900
C 0.799 -3.753 1.659 1.0228
C 1.316 -4.531 2.878 -1.9742
C -0.731 -3.559 1.765 -1.0091
N 1.941 0.861 -1.299 0.6861
N 1.235 -0.091 -1.993 0.1548
C 1.616 -0.065 -3.275 -0.2871
C 2.529 0.966 -3.433 -0.9847
C 2.743 1.518 -2.191 0.2843
C 3.841 2.559 -2.089 0.2719
C 3.770 3.598 -0.982 -1.4339
C 5.217 1.875 -2.154 -1.5258
C 1.221 -0.960 -4.428 0.1185
C 0.127 -0.326 -5.299 -1.1344
C 0.819 -2.369 -4.026 -1.0729
H -4.751 0.160 2.289 0.4802
H -3.591 1.253 3.061 0.4204
H -3.117 -0.405 2.698 0.0816
H -3.769 1.785 0.675 0.4997
H -2.613 -0.811 -0.264 -0.6781
H -3.738 0.258 -1.072 -0.5582
H -4.318 -0.839 0.189 0.7414
H -1.917 3.072 2.399 0.5144
H 0.150 3.968 3.019 0.6010
H 2.709 3.906 1.421 0.0724
H 2.026 5.214 2.386 0.5226
H 1.272 4.765 0.846 0.3755
H 2.339 1.876 2.967 -0.1552
H 1.019 1.997 4.136 0.3660
H 2.304 3.225 4.121 0.4659
H 2.618 1.757 0.663 -0.6999
H 3.414 -2.839 2.730 0.5287
H 5.133 -0.921 2.230 0.7383
H 3.319 0.404 4.278 0.0052
H 5.067 0.186 4.442 0.4839
H 3.989 -1.222 4.364 0.4187
H 4.136 1.939 2.375 0.2273
H 4.745 1.212 0.890 -0.2841
H 5.788 1.329 2.306 0.6153
H 0.983 -4.376 0.778 0.5431
H 1.276 -3.909 3.776 0.3366
H 2.348 -4.858 2.735 0.4521
H 0.706 -5.420 3.041 0.4616
H -2.158 -2.243 2.333 0.4338
H -1.126 -4.444 2.281 0.5439
H -1.173 -3.540 0.774 -0.1917
H 3.018 1.259 -4.352 0.5596
H 3.741 3.107 -3.028 0.5688
H 4.152 3.203 -0.044 -0.0617
H 2.744 3.935 -0.837 0.2642
H 4.382 4.462 -1.257 0.4990
H 5.342 1.161 -1.347 0.2501
H 6.020 2.617 -2.090 0.4101
H 5.324 1.324 -3.089 0.4371
H 2.128 -1.032 -5.033 0.4670
H -0.847 -0.413 -4.813 0.0097
H 0.072 -0.850 -6.258 0.4212
H 0.325 0.733 -5.480 0.3462
H -0.004 -2.324 -3.334 -0.1942
H 1.640 -2.913 -3.551 0.3616
H 0.472 -2.932 -4.895 0.4193
N -1.151 -2.316 2.416 0.4617
C -0.756 -2.157 3.784 -1.5879
C 0.188 -1.182 4.088 1.5254
C 0.602 -0.993 5.400 -0.7175
C 0.072 -1.772 6.418 -0.7255
C -0.878 -2.741 6.120 -0.7639
C -1.289 -2.934 4.809 -0.3212
H 0.588 -0.577 3.278 0.1221
H 1.344 -0.235 5.626 0.3338
H 0.403 -1.624 7.439 0.4104
H -1.298 -3.351 6.910 0.3823
H -2.026 -3.694 4.572 0.4299
N -5.342 4.614 -3.571 -0.6601
C -5.179 3.238 -3.768 1.1109
C -5.751 2.326 -2.879 -0.6143
C -5.592 0.967 -3.075 -0.4880
C -4.857 0.509 -4.159 -0.2630
C -4.313 1.402 -5.066 -0.4383
C -4.487 2.761 -4.878 -0.6347
S -4.525 -1.207 -4.316 1.1507
O -4.126 -1.428 -5.685 -0.7630
O -5.699 -1.908 -3.832 -0.7308
N -3.253 -1.374 -3.315 0.0952
C -2.943 -2.561 -2.778 -0.4701
S -3.641 -4.177 -3.356 -0.1908
C -2.260 -4.944 -2.706 -0.8307
C -1.450 -3.998 -1.931 -0.4129
N -1.835 -2.746 -1.975 -0.0843
H -5.485 4.872 -2.608 0.2259
H -4.619 5.171 -3.997 0.2246
H -6.311 2.692 -2.023 0.2935
H -6.032 0.245 -2.397 0.4588
H -3.745 1.014 -5.903 0.4359
H -4.045 3.467 -5.577 0.2533
H -2.023 -5.981 -2.896 0.4057
H -0.549 -4.281 -1.401 0.3922
I -1.460 1.858 -2.481 -0.3846
```

As for the net charge: -1. Its expectation value of S² is 6.021. Its spin multiplicity is 5. For the total energy, the calculation gives -97202.9769 eV. Its LUMO energy (spin up / spin down) is 2.3037 / 1.5495 eV.


2.
C42H59BrN4O2S3SbSiY as an isolated structure, computed with ωB97M-V with the def2-TZVPD basis set.

Structure (XYZ):
```
114
Properties=species:S:1:pos:R:3:mulliken_charge:R:1
Y 1.108 -0.312 -1.491 0.2738
C -4.954 2.655 2.762 -1.7730
C -4.815 1.322 2.017 2.0568
C -4.734 0.205 3.056 -2.1266
C -6.063 1.095 1.156 -1.7760
C -3.579 1.354 1.120 -0.7906
C -2.548 0.457 1.235 -0.0963
C -1.463 0.492 0.330 -0.9770
N -0.412 -0.364 0.319 0.5382
C -0.012 -1.161 1.362 0.0803
C -0.285 -0.912 2.715 -0.3647
C 0.233 -1.708 3.711 -0.2287
C 1.017 -2.804 3.311 -0.4646
C 1.348 -3.083 1.997 -0.8878
C 0.869 -2.222 0.965 0.5931
O 1.196 -2.314 -0.291 0.0423
C 2.234 -4.278 1.647 2.5220
C 1.457 -5.225 0.722 -1.4029
C 3.530 -3.779 0.989 -1.3531
C 2.639 -5.087 2.881 -2.3182
C -0.081 -1.421 5.180 2.1403
C 0.874 -2.157 6.121 -2.1706
C 0.036 0.080 5.471 -1.6882
C -1.514 -1.873 5.488 -1.3411
C -1.424 1.457 -0.728 0.8458
O -0.476 1.360 -1.612 -0.8287
C -2.440 2.456 -0.777 -1.1830
C -3.482 2.349 0.121 0.3502
C -2.374 3.627 -1.767 2.7509
C -3.366 4.724 -1.363 -2.4680
C -2.736 3.170 -3.183 -1.1641
C -0.981 4.281 -1.795 -1.8226
H -5.832 2.638 3.413 0.4919
H -5.067 3.494 2.075 0.3017
H -4.074 2.846 3.380 0.3534
H -5.627 0.225 3.685 0.5069
H -3.865 0.323 3.707 0.2803
H -4.675 -0.781 2.592 0.3885
H -6.961 1.070 1.779 0.4553
H -5.994 0.148 0.616 0.3563
H -6.188 1.888 0.418 0.3259
H -2.591 -0.350 1.950 1.1280
H -0.857 -0.031 2.967 0.6246
H 1.412 -3.456 4.074 0.4076
H 0.971 -4.688 -0.089 0.1011
H 0.690 -5.756 1.293 0.3578
H 2.127 -5.972 0.287 0.4340
H 3.325 -3.073 0.189 -0.1929
H 4.109 -4.615 0.587 0.5785
H 4.150 -3.276 1.737 0.2733
H 1.775 -5.491 3.413 0.3961
H 3.232 -4.497 3.583 0.4305
H 3.254 -5.931 2.560 0.4442
H 1.917 -1.935 5.888 0.4156
H 0.744 -3.239 6.072 0.3545
H 0.683 -1.853 7.152 0.4545
H 1.027 0.454 5.206 0.3328
H -0.131 0.271 6.533 0.4460
H -0.699 0.663 4.917 0.2978
H -1.637 -2.939 5.285 0.3202
H -2.232 -1.332 4.867 0.0285
H -1.764 -1.691 6.536 0.4777
H -4.272 3.087 0.074 0.3697
H -4.406 4.432 -1.524 0.3892
H -3.181 5.611 -1.972 0.4660
H -3.249 5.003 -0.314 0.4469
H -3.713 2.681 -3.203 0.2928
H -1.992 2.479 -3.575 -0.0629
H -2.767 4.029 -3.858 0.5134
H -0.711 4.654 -0.803 0.3972
H -1.011 5.137 -2.475 0.4605
H -0.204 3.596 -2.112 0.1806
S 4.004 -5.041 -4.164 -0.6132
Sb 2.677 -3.992 -2.704 0.2831
S 2.131 -1.693 -3.711 -0.3514
S 3.711 -1.746 -2.328 -0.2818
C 3.051 0.190 2.078 -0.8802
C 3.644 0.843 0.868 0.5580
C 4.880 1.454 0.925 -0.8706
C 5.383 2.036 -0.244 -0.7383
C 4.660 2.014 -1.403 -0.8612
C 3.381 1.388 -1.410 0.7527
N 2.924 0.804 -0.262 0.4444
N 2.550 1.295 -2.456 0.7517
Si 2.800 1.920 -4.039 -0.1423
C 4.242 1.159 -4.945 -0.9952
C 1.223 1.621 -5.001 -0.3655
C 3.040 3.785 -4.002 -1.1762
H 3.646 0.409 2.965 0.4308
H 3.006 -0.894 1.953 -0.1595
H 2.030 0.532 2.244 0.1105
H 5.432 1.473 1.853 0.4083
H 6.358 2.511 -0.233 0.4040
H 5.042 2.456 -2.310 0.2652
H 4.181 0.071 -4.945 0.2481
H 5.201 1.441 -4.508 0.2805
H 4.237 1.503 -5.984 0.3740
H 1.098 0.570 -5.269 0.1852
H 1.221 2.206 -5.923 0.5152
H 0.359 1.927 -4.405 -0.3657
H 4.050 4.078 -3.713 0.3368
H 2.344 4.252 -3.302 0.3065
H 2.848 4.200 -4.995 0.3892
Br -3.136 -2.261 -7.096 -0.1806
C -2.305 -1.922 -5.437 0.0409
C -1.613 -2.934 -4.793 -0.7042
C -1.010 -2.627 -3.588 -0.4202
N -1.058 -1.423 -3.011 0.3332
C -1.737 -0.472 -3.651 -0.2750
C -2.380 -0.669 -4.865 -0.7167
H -1.530 -3.926 -5.211 0.4654
H -0.454 -3.383 -3.045 0.4013
H -1.745 0.494 -3.170 0.2645
H -2.906 0.145 -5.342 0.5568
```

As for the net charge: -1. Its expectation value of S² is 0.787. The energy relative to the best compared isomer or geometry (same formula, charge and spin) is 7.30 kcal/mol. Its spin multiplicity is 2. For the total energy, the calculation gives -172586.0337 eV. Its LUMO energy (spin up / spin down) is 2.1275 / 0.9317 eV.


| no. | molar mass (g mol⁻¹) |
| --- | --- |
| 1 | 1132.93 |
| 2 | 1066.82 |